Entry from OMol25: one molecule with the formula C2H3F3O in a non-equilibrium geometry (ωB97M-V with the def2-TZVPD basis set).

XYZ file:
```
9
Properties=species:S:1:pos:R:3:lowdin_charge:R:1
C -0.59049 0.45884 -0.16663 -0.165
C 0.77172 -0.58983 -0.21937 -0.556
O -1.23295 0.34149 1.00146 -0.017
F 1.92940 0.08739 -0.14141 0.120
F 0.73845 -1.22315 -1.39473 0.124
F 0.73362 -1.51279 0.73332 0.151
H -0.40975 1.43631 -0.53074 0.114
H -1.20216 0.04186 -0.88789 0.091
H -0.73785 0.95989 1.60598 0.138
```

Output
structure (SMILES) = OCC(F)(F)F

Entry from OMol25: a 2-piece molecular cluster, C6H13O2 overall in a non-equilibrium geometry (ωB97M-V with the def2-TZVPD basis set).

XYZ file:
```
21
Properties=species:S:1:pos:R:3:lowdin_charge:R:1
C 0.65205 2.12244 1.83398 -0.064
C 0.31126 0.88446 2.61667 -0.803
O -0.60582 0.03908 2.58382 -0.100
O 1.21542 0.77242 3.52137 -0.165
H 0.25066 1.73974 0.75751 0.081
H 1.72243 2.28514 1.88771 0.043
H 0.17189 3.07809 2.31618 0.094
C 0.12044 -0.55066 -1.15045 -0.469
C 0.13149 -1.56314 0.05054 -0.066
C -0.05356 -1.31396 -2.41457 -0.126
C -1.03803 0.39902 -1.06174 -0.133
H 0.96402 0.05229 -1.03180 0.102
H -0.57452 -1.20743 0.84760 0.065
H 0.70859 -2.04657 -2.53286 0.054
H -0.91992 -1.96258 -2.39966 0.075
H -0.03441 -0.67023 -3.32067 0.085
H -1.36598 0.79081 -0.07688 0.063
H -0.77148 1.36026 -1.56011 0.082
H 1.03526 -1.52542 0.60073 0.055
H 0.04867 -2.61536 -0.04071 0.047
H -1.96846 -0.06837 -1.42668 0.079
```

Output
charge = -1

Entry from OMol25: C42H105F4N9O22S4Sn as an isolated structure in a non-equilibrium geometry (ωB97M-V with the def2-TZVPD basis set).

XYZ file:
```
187
Properties=species:S:1:pos:R:3:lowdin_charge:R:1
Sn 3.33567 -3.21665 0.30658 1.633
N 1.13440 -1.29110 0.11832 -0.334
S 0.98258 0.18346 -0.24668 0.413
O 0.58803 1.21317 0.77824 -0.285
O 0.64465 0.53516 -1.61615 -0.270
F 2.54229 0.46489 -0.22216 -0.219
S -0.55802 -1.41988 0.36433 0.591
O -1.47691 -1.11209 -0.75149 -0.243
O -1.01409 -1.07136 1.70110 -0.269
F -0.58202 -3.05887 0.49263 -0.215
N 1.80905 -5.75562 0.31984 -0.324
S 2.22394 -7.00452 -0.82766 0.563
O 1.47833 -7.22454 -2.03519 -0.210
O 2.86302 -8.15570 -0.24330 -0.241
F 3.45783 -6.13991 -1.38361 -0.233
S 0.45347 -6.39618 0.48896 0.426
O 0.40866 -7.73259 1.08639 -0.246
O -0.56715 -6.07871 -0.51803 -0.283
F -0.18398 -5.43323 1.66162 -0.223
C 6.38551 2.57900 -1.66594 -0.097
O 5.70193 1.68679 -2.55289 -0.190
C 5.42829 0.39943 -1.94692 -0.216
C 4.58275 -0.42049 -2.85785 -0.188
N 4.60784 -1.76352 -2.35384 -0.129
C 4.21475 -2.77027 -3.28454 -0.205
C 2.68664 -2.76324 -3.56267 -0.145
O 2.10984 -3.61499 -2.53168 -0.269
C 0.71584 -3.47741 -2.53647 -0.104
H 6.53032 3.50231 -2.22685 0.095
H 7.32791 2.14608 -1.33045 0.088
H 5.80081 2.87252 -0.79412 0.069
H 5.05438 0.67632 -0.96122 0.111
H 6.31075 -0.17284 -1.66076 0.116
H 5.02102 -0.45078 -3.85540 0.139
H 3.57372 -0.00855 -2.87409 0.121
H 5.52769 -2.03071 -2.03355 0.100
H 4.55574 -3.67536 -2.78191 0.112
H 4.82858 -2.64792 -4.17692 0.124
H 2.51862 -3.15626 -4.56537 0.128
H 2.28510 -1.74998 -3.57510 0.123
H 0.23613 -3.71387 -3.48625 0.092
H 0.39751 -2.45269 -2.34481 0.073
H 0.33475 -4.05630 -1.69519 0.070
C -6.44048 10.81754 -1.33899 -0.122
O -6.10437 9.62815 -2.01967 -0.198
C -5.03604 8.92207 -1.40701 -0.226
C -4.95529 7.63470 -2.25143 -0.194
N -3.77501 6.76265 -1.98338 -0.072
C -3.53188 6.39395 -0.59209 -0.171
C -2.15395 5.53918 -0.49692 -0.168
O -2.38630 4.16137 -0.83069 -0.215
C -1.24898 3.27603 -0.75427 -0.079
H -5.64119 11.55539 -1.40830 0.091
H -6.95782 10.65184 -0.39400 0.087
H -7.29667 11.25888 -1.84913 0.080
H -5.14962 8.77550 -0.33290 0.114
H -4.11177 9.48036 -1.55575 0.121
H -5.07046 7.82378 -3.31871 0.115
H -5.91667 7.13322 -2.14024 0.107
H -3.92319 5.92433 -2.52685 0.103
H -4.38730 5.86034 -0.17783 0.114
H -3.42878 7.27533 0.04087 0.099
H -1.84254 5.55112 0.54759 0.071
H -1.28016 5.82021 -1.08481 0.114
H -1.46926 2.37021 -1.31914 0.082
H -1.06936 3.02563 0.29126 0.060
H -0.35906 3.62079 -1.28085 0.078
C -7.82208 -4.50178 -6.24588 -0.130
O -7.32338 -3.20893 -5.96029 -0.214
C -6.53133 -3.06115 -4.71603 -0.177
C -6.16109 -1.60843 -4.64372 -0.214
N -5.32642 -1.22974 -3.49851 -0.052
C -3.95012 -1.71949 -3.46283 -0.227
C -3.11772 -1.58092 -4.69846 -0.235
O -1.92846 -2.35083 -4.55480 -0.196
C -0.89529 -2.05346 -5.55218 -0.063
H -8.35075 -4.40510 -7.19417 0.087
H -8.58297 -4.78194 -5.51742 0.075
H -7.10669 -5.32115 -6.17550 0.082
H -5.76168 -3.82341 -4.59473 0.121
H -7.31275 -3.21579 -3.97201 0.118
H -7.08925 -1.07827 -4.43025 0.120
H -5.78348 -1.21749 -5.58852 0.116
H -5.71485 -1.29448 -2.56843 0.112
H -3.90536 -2.76095 -3.14428 0.104
H -3.43323 -1.33108 -2.58531 0.108
H -3.00899 -0.49874 -4.77012 0.129
H -3.65163 -1.87008 -5.60369 0.115
H -0.67677 -0.99667 -5.39881 0.087
H -1.33658 -2.22925 -6.53323 0.084
H 0.01321 -2.64969 -5.46710 0.061
C 2.72438 3.31814 -2.46083 -0.067
O 2.30451 4.24935 -1.45891 -0.206
C 2.88645 4.12057 -0.11924 -0.190
C 2.45586 5.31461 0.67214 -0.212
N 3.12155 6.54291 0.16066 -0.052
C 2.42815 7.71810 0.65491 -0.219
C 2.89276 9.05399 0.10712 -0.201
O 2.64259 9.24460 -1.30827 -0.192
C 3.11325 10.51026 -1.79331 -0.114
H 2.66762 2.28316 -2.12365 0.059
H 3.76279 3.60902 -2.61955 0.077
H 2.06883 3.57183 -3.29390 0.099
H 3.97563 4.10927 -0.07847 0.103
H 2.68075 3.15899 0.35104 0.102
H 2.73595 5.24786 1.72342 0.103
H 1.37004 5.40541 0.64304 0.104
H 3.12463 6.47580 -0.84709 0.104
H 2.48424 7.71411 1.74347 0.122
H 1.39120 7.53007 0.37657 0.113
H 3.97557 9.14595 0.19175 0.118
H 2.38601 9.80165 0.71729 0.118
H 2.92988 10.61739 -2.86243 0.086
H 4.17882 10.64405 -1.60683 0.077
H 2.68440 11.37103 -1.28021 0.079
C 7.75692 -5.60984 4.18821 -0.109
O 6.46201 -6.06362 3.82149 -0.177
C 6.36435 -5.98863 2.41250 -0.229
C 4.99962 -6.40442 1.85947 -0.170
N 3.86496 -5.53985 2.24268 -0.096
C 3.39507 -5.61932 3.62276 -0.153
C 2.07206 -4.79137 3.84858 -0.202
O 2.15064 -3.49290 3.31200 -0.258
C 1.08575 -2.61483 3.61241 -0.080
H 8.54596 -6.11551 3.63160 0.089
H 7.94128 -5.87044 5.23042 0.090
H 7.86648 -4.52535 4.18762 0.089
H 7.15966 -6.59693 1.98174 0.121
H 6.62714 -4.97684 2.10377 0.113
H 4.74721 -7.43198 2.12120 0.132
H 5.05444 -6.38607 0.77099 0.105
H 3.06306 -5.73249 1.65964 -0.011
H 4.08454 -5.30704 4.40712 0.116
H 3.02540 -6.61464 3.86930 0.130
H 1.92830 -4.76519 4.92875 0.130
H 1.26154 -5.38793 3.42992 0.102
H 1.25426 -2.14093 4.57943 0.099
H 0.14719 -3.10260 3.34921 0.092
H 1.13138 -1.72676 2.98204 0.058
C 3.30947 3.26934 4.50971 -0.107
O 2.05650 2.69487 4.68991 -0.181
C 1.76836 1.64849 3.84824 -0.240
C 0.37471 1.03329 4.05089 -0.187
N -0.61830 2.04548 4.39714 -0.026
C -1.11194 2.76789 3.21200 -0.214
C -1.96957 4.01541 3.46119 -0.198
O -1.29479 5.03579 4.17608 -0.170
C -0.28769 5.69655 3.40134 -0.098
H 3.40625 3.77386 3.54835 0.069
H 4.06012 2.47924 4.49056 0.084
H 3.59053 4.05667 5.20917 0.095
H 2.58178 0.94658 4.03196 0.113
H 1.89164 1.92659 2.80155 0.098
H 0.36510 0.26069 4.81971 0.105
H 0.06792 0.54274 3.12713 0.073
H -0.07795 2.72244 4.91661 0.088
H -1.61478 2.09709 2.51538 0.121
H -0.26973 3.13556 2.62583 0.087
H -2.73770 3.63010 4.13172 0.125
H -2.32976 4.34609 2.48701 0.108
H 0.56460 5.05573 3.17540 0.063
H 0.04437 6.58744 3.93441 0.090
H -0.63409 6.03518 2.42489 0.066
C -3.81636 -7.56620 0.18623 -0.077
O -4.81920 -6.52602 0.11205 -0.194
C -4.34154 -5.27914 -0.32604 -0.207
C -3.40238 -4.69924 0.69634 -0.262
N -3.92224 -4.31936 1.93173 -0.049
C -2.91411 -4.10285 2.91133 -0.212
C -3.62595 -3.98169 4.29284 -0.192
O -4.26149 -5.12223 4.85939 -0.203
C -3.45768 -6.25332 5.34146 -0.081
H -3.15474 -7.38019 1.03225 0.076
H -3.19303 -7.63829 -0.70504 0.084
H -4.33495 -8.51435 0.32831 0.085
H -5.21258 -4.65027 -0.51017 0.126
H -3.83969 -5.43800 -1.28051 0.119
H -3.15033 -3.74180 0.24042 0.115
H -2.42460 -5.17493 0.77227 0.078
H -4.47092 -5.03535 2.38604 0.116
H -2.36501 -3.18318 2.70929 0.104
H -2.23485 -4.95244 2.98138 0.100
H -4.48543 -3.31370 4.23634 0.127
H -2.89507 -3.70219 5.05166 0.111
H -2.91229 -6.78578 4.56227 0.069
H -4.09808 -7.07838 5.65335 0.079
H -2.76002 -6.03366 6.14961 0.078
```

Listing energy above the lowest of the compared OMol25 structures with the same formula, charge and spin for the structures above in their given order: 69.0; 200.2; 0.0 kJ/mol.
Listing energy for the structures above in their given order: -12322.0642; -10527.6302; -163735.5595 eV.